(1)
Here is C22H34N2O4 in the gas phase from OMol25. Energies are from the ωB97M-V functional and the def2-TZVPD basis.

Values from the calculation:
SMILES: CCCCCCCCNC(=O)[C@@H](CCC(=O)OCc1ccccc1)NC(C)=O
Energy (a.u.): -1269.26606
Maximum force (eV Å⁻¹): 0.6
Energy above the lowest of the compared OMol25 structures with the same formula, charge and spin (kcal/mol): 3.7

The geometry in ORCA input format:
```
! wB97M-V def2-TZVPD RIJCOSX def2/J DEFGRID3
* xyz 0 1
C -4.48 2.30 3.43
C -3.56 1.38 2.64
C -2.21 1.20 3.33
C -1.27 0.32 2.52
C 0.09 0.15 3.21
C 1.11 -0.57 2.32
C 0.82 -2.06 2.17
C 1.72 -2.72 1.13
N 1.32 -2.30 -0.20
C 1.33 -3.09 -1.27
O 1.70 -4.26 -1.29
C 0.83 -2.38 -2.54
N 0.72 -3.38 -3.58
C -0.04 -3.21 -4.68
O -0.60 -2.16 -4.93
C -0.11 -4.43 -5.56
H -0.69 -4.20 -6.45
H -0.58 -5.25 -5.03
H 0.89 -4.74 -5.85
H 1.13 -4.27 -3.33
H -0.16 -1.97 -2.33
C 1.78 -1.23 -2.94
C 1.00 0.02 -3.36
C 0.38 0.72 -2.18
O 0.18 0.24 -1.09
O 0.05 1.98 -2.49
C -0.58 2.74 -1.46
C 0.31 3.03 -0.28
C 1.69 2.93 -0.37
C 2.49 3.19 0.73
C 1.91 3.56 1.93
C 0.54 3.67 2.03
C -0.26 3.40 0.93
H -1.34 3.48 1.01
H 0.08 3.97 2.96
H 2.53 3.75 2.79
H 3.56 3.10 0.65
H 2.15 2.66 -1.31
H -0.87 3.67 -1.95
H -1.48 2.22 -1.12
H 1.64 0.73 -3.88
H 0.20 -0.28 -4.04
H 2.39 -1.57 -3.78
H 2.45 -0.99 -2.11
H 0.94 -1.37 -0.30
H 1.64 -3.81 1.16
H 2.76 -2.44 1.31
H -0.22 -2.22 1.88
H 0.98 -2.56 3.13
H 1.10 -0.09 1.34
H 2.11 -0.44 2.75
H 0.48 1.15 3.44
H -0.03 -0.39 4.15
H -1.73 -0.66 2.38
H -1.11 0.76 1.54
H -1.75 2.18 3.49
H -2.37 0.75 4.32
H -4.04 0.41 2.51
H -3.40 1.80 1.65
H -5.44 2.42 2.93
H -4.67 1.89 4.42
H -4.04 3.28 3.55
*
```

(2)
Here is C22H34N2O5 in the gas phase from OMol25. Energies are from the ωB97M-V functional and the def2-TZVPD basis.

Values from the calculation:
SMILES: CCc1ccccc1OCCC(=O)N(C)C[C@H](C)NC(=O)COC[C@@H]1CCOC1
Energy (a.u.): -1344.43406
Maximum force (eV Å⁻¹): 0.0
Energy above the lowest of the compared OMol25 structures with the same formula, charge and spin (kcal/mol): 0.0

The geometry in ORCA input format:
```
! wB97M-V def2-TZVPD RIJCOSX def2/J DEFGRID3
* xyz 0 1
C -2.77 1.77 0.17
C -3.05 3.21 0.61
C -3.73 3.27 1.96
C -5.09 3.53 2.07
C -5.72 3.57 3.31
C -4.99 3.34 4.45
C -3.62 3.08 4.37
C -3.00 3.04 3.13
O -1.67 2.79 2.96
C -0.86 2.64 4.12
C 0.54 2.33 3.66
C 0.61 0.94 3.04
O 0.52 -0.03 3.78
N 0.77 0.83 1.70
C 0.81 1.96 0.78
C 0.98 -0.49 1.12
C -0.29 -1.06 0.49
C -1.30 -1.52 1.52
N 0.06 -2.16 -0.40
C 0.57 -1.94 -1.63
O 0.80 -0.82 -2.06
C 0.80 -3.21 -2.46
O 1.52 -2.99 -3.63
C 2.89 -2.71 -3.39
C 3.58 -2.46 -4.72
C 3.54 -3.69 -5.63
C 4.76 -4.50 -5.18
O 5.59 -3.62 -4.42
C 5.08 -2.30 -4.52
H -2.26 1.76 -0.80
H -2.14 1.27 0.89
H -3.70 1.21 0.08
H -2.12 3.77 0.65
H -3.69 3.71 -0.12
H -5.66 3.71 1.17
H -6.78 3.77 3.37
H -5.46 3.37 5.43
H -3.06 2.92 5.28
H -0.89 3.55 4.72
H -1.23 1.81 4.73
H 0.90 3.12 2.99
H 1.20 2.30 4.53
H 0.03 2.68 1.02
H 1.78 2.45 0.78
H 0.62 1.59 -0.22
H 1.75 -0.40 0.35
H 1.34 -1.16 1.91
H -0.73 -0.29 -0.14
H -1.54 -0.71 2.21
H -2.22 -1.85 1.04
H -0.89 -2.33 2.13
H -0.09 -3.11 -0.08
H 1.28 -3.97 -1.82
H -0.18 -3.60 -2.75
H 2.99 -1.83 -2.75
H 3.36 -3.57 -2.87
H 3.13 -1.59 -5.19
H 2.61 -4.24 -5.54
H 3.65 -3.38 -6.67
H 4.49 -5.34 -4.53
H 5.33 -4.90 -6.02
H 5.52 -1.77 -5.38
H 5.35 -1.76 -3.61
*
```

What LUMO level values result from the calculations? In sequence: 0.0279, 0.0249 Eh.
What highest occupied orbital energy values result from the calculations? In sequence: -9.4, -8.5 eV.
What orbital gap values result from the calculations? In sequence: 0.37325, 0.33858 Ha.